(1)
21
Properties=species:S:1:pos:R:3:nbo_charge:R:1 method="wB97M-V/def2-TZVPD" max_force_ev_per_a=0.19 relative_energy_kj_mol=166.6 spin_multiplicity=1 homo_energy_ev=-9.488 orbital_gap_ev=10.69
C -0.3491 1.4326 1.2501 -0.40
C 0.2889 1.3567 0.0861 -0.16
C 1.1393 0.1977 -0.3627 -0.27
C 0.6536 -0.3633 -1.7027 -0.60
C 2.6038 0.6395 -0.4651 -0.60
H -0.9299 2.3077 1.5309 0.20
H -0.3192 0.6136 1.9668 0.19
H 0.2324 2.1956 -0.6124 0.19
H 1.0609 -0.5945 0.3949 0.20
H 0.7182 0.3974 -2.4910 0.20
H 1.2657 -1.2184 -2.0126 0.21
H -0.3877 -0.6941 -1.6376 0.21
H 3.2478 -0.1951 -0.7653 0.21
H 2.7124 1.4330 -1.2158 0.20
H 2.9651 1.0301 0.4918 0.21
C -2.8741 -0.7027 0.6867 -0.38
C -2.4491 -1.8362 0.1410 -0.39
H -3.2634 -0.6679 1.7018 0.19
H -2.8415 0.2401 0.1471 0.20
H -2.0624 -1.8696 -0.8750 0.19
H -2.4673 -2.7783 0.6832 0.19

***

(2)
21
Properties=species:S:1:pos:R:3:nbo_charge:R:1 method="wB97M-V/def2-TZVPD" max_force_ev_per_a=0.37 relative_energy_kj_mol=395.2 spin_multiplicity=1 homo_energy_ev=-7.569 orbital_gap_ev=8.48
C -0.4058 1.3113 2.0917 -0.61
C -1.0482 0.5029 0.9854 -0.33
C -0.6203 0.8639 -0.4518 -0.40
C -0.5231 -0.5104 -1.1120 -0.35
C 0.4007 -0.6027 -2.3192 -0.61
C -0.0829 -1.4027 0.0606 0.07
C 1.3396 -1.1807 0.4719 -0.77
H 0.6871 1.2183 2.0630 0.21
H -0.6461 2.3745 1.9777 0.21
H -0.7496 0.9852 3.0775 0.21
H -2.1391 0.4795 1.0659 0.22
H -1.3079 1.5683 -0.9419 0.21
H 0.3660 1.3469 -0.4495 0.20
H -1.5293 -0.8282 -1.4206 0.20
H 1.4065 -0.2411 -2.0792 0.20
H 0.4841 -1.6393 -2.6661 0.21
H 0.0123 -0.0010 -3.1472 0.22
H -0.8488 -0.6142 1.1478 0.23
H 1.5188 -1.4490 1.5196 0.23
H 1.8419 -0.2235 0.2501 0.18
H 1.8441 -1.9579 -0.1238 0.27

***

(3)
21
Properties=species:S:1:pos:R:3:nbo_charge:R:1 method="wB97M-V/def2-TZVPD" max_force_ev_per_a=0.22 relative_energy_kj_mol=82.3 spin_multiplicity=1 homo_energy_ev=-10.076 orbital_gap_ev=11.32
C -1.2632 1.1701 -0.6946 -0.61
C -1.1837 -0.0526 0.2230 -0.21
C -2.4099 -0.9390 -0.0002 -0.60
C 0.1248 -0.8364 0.0154 -0.39
C 1.3349 -0.2314 0.7011 -0.22
C 2.7013 -0.2858 0.0764 -0.42
C 1.9976 1.0324 0.2245 -0.43
H -1.2324 0.8543 -1.7465 0.20
H -2.1993 1.7191 -0.5417 0.21
H -0.4383 1.8663 -0.5259 0.21
H -1.2019 0.2965 1.2663 0.19
H -3.3329 -0.3854 0.2087 0.21
H -2.4582 -1.2817 -1.0421 0.20
H -2.3933 -1.8257 0.6439 0.21
H -0.0027 -1.8585 0.4001 0.21
H 0.3159 -0.9415 -1.0633 0.20
H 1.3211 -0.3509 1.7843 0.21
H 3.5628 -0.4924 0.7046 0.21
H 2.7742 -0.6934 -0.9292 0.21
H 1.6279 1.5046 -0.6806 0.21
H 2.3552 1.7311 0.9760 0.21

***

(4)
21
Properties=species:S:1:pos:R:3:nbo_charge:R:1 method="wB97M-V/def2-TZVPD" max_force_ev_per_a=1.18 relative_energy_kj_mol=93.7 spin_multiplicity=1 homo_energy_ev=-9.523 orbital_gap_ev=10.53
C -0.6238 1.9815 0.7916 -0.42
C 0.0257 1.3575 -0.1839 -0.15
C 0.5712 -0.0462 -0.1580 -0.11
C 0.8761 -0.5727 1.2496 -0.61
C 1.8328 -0.1435 -1.0243 -0.59
C -0.6068 -0.8352 -0.8097 -0.39
C -1.9120 -0.7744 -0.0258 -0.62
H -1.1225 2.9149 0.5770 0.20
H -0.5196 1.7113 1.8355 0.20
H -0.0254 1.8132 -1.1732 0.20
H 1.7073 -0.0232 1.7070 0.21
H 1.1624 -1.6314 1.1969 0.21
H 0.0154 -0.4956 1.9217 0.21
H 1.6399 0.2172 -2.0420 0.21
H 2.6498 0.4580 -0.6048 0.21
H 2.1729 -1.1833 -1.0924 0.21
H -0.4749 -1.9144 -0.8277 0.21
H -0.7214 -0.4889 -1.8518 0.20
H -2.7130 -1.2330 -0.6331 0.21
H -1.8073 -1.3951 0.8828 0.20
H -2.1270 0.2831 0.2647 0.22

***

(5)
21
Properties=species:S:1:pos:R:3:nbo_charge:R:1 method="wB97M-V/def2-TZVPD" max_force_ev_per_a=0.22 relative_energy_kj_mol=76.3 spin_multiplicity=1 homo_energy_ev=-10.147 orbital_gap_ev=11.13
C -0.9458 -0.6989 1.4415 -0.60
C -0.1092 0.2141 0.5342 -0.06
C 1.3835 0.0369 0.8631 -0.61
C -0.5019 1.6757 0.7875 -0.60
C -0.4651 -0.1315 -0.9134 -0.22
C 0.0296 -1.3579 -1.6234 -0.43
C 0.4540 0.0080 -2.0933 -0.42
H -2.0183 -0.5367 1.2764 0.21
H -0.7328 -1.7537 1.2303 0.21
H -0.7362 -0.5127 2.5016 0.21
H 1.6541 0.6634 1.7210 0.21
H 1.6323 -0.9986 1.1221 0.21
H 2.0285 0.3441 0.0335 0.21
H -1.5640 1.8415 0.5690 0.20
H -0.3284 1.9446 1.8368 0.20
H 0.0853 2.3556 0.1592 0.21
H -1.5042 0.1175 -1.1331 0.21
H 0.7834 -1.9698 -1.1333 0.21
H -0.6760 -1.9208 -2.2289 0.21
H 0.0398 0.3927 -3.0208 0.21
H 1.4913 0.2863 -1.9300 0.21

***

(6)
21
Properties=species:S:1:pos:R:3:nbo_charge:R:1 method="wB97M-V/def2-TZVPD" max_force_ev_per_a=2.19 charge=+1 relative_energy_kj_mol=36.6 spin_multiplicity=2 homo_energy_ev="-15.179 / -15.408" orbital_gap_ev="10.46 / 7.22"
C -0.3916 -2.1585 -0.5441 -0.60
C -0.9420 -0.9366 -1.3000 -0.43
C -1.3720 0.2069 -0.3800 -0.36
C -0.3211 1.3675 -0.2843 -0.49
C 2.0415 0.7649 -0.1332 -0.08
C 0.7973 0.8467 0.4860 0.32
C 0.6672 0.8523 1.9592 -0.71
H -0.0718 -2.9086 -1.2543 0.24
H -1.2147 -2.5310 0.0593 0.22
H 0.4213 -1.9627 0.1705 0.19
H -1.8363 -1.3381 -1.7834 0.24
H -0.3071 -0.5968 -2.1214 0.21
H -1.5296 -0.2209 0.6080 0.21
H -2.3199 0.6706 -0.6312 0.25
H 0.0221 1.6601 -1.2785 0.24
H -0.7843 2.2315 0.1832 0.28
H 2.9855 0.7692 0.4004 0.23
H 2.1658 0.7471 -1.2144 0.22
H -0.2807 1.2647 2.2903 0.26
H 0.7803 -0.1555 2.3772 0.29
H 1.4900 1.4274 2.3906 0.28

***

(7)
35
Properties=species:S:1:pos:R:3:nbo_charge:R:1 method="wB97M-V/def2-TZVPD" max_force_ev_per_a=0.68 charge=-1 spin_multiplicity=1 homo_energy_ev=-8.036 orbital_gap_ev=10.34
O -0.4045 2.2640 -3.8653 -0.91
S -1.7545 2.0490 -3.4425 2.13
O -2.6278 1.1990 -4.1897 -0.90
Cl -2.6313 3.9184 -3.4182 -0.28
C -1.8531 1.6639 -1.7156 -0.65
C -1.4422 0.2247 -1.3953 -0.44
C -0.0508 -0.2182 -1.8500 -0.40
C 1.1397 0.6552 -1.4009 -0.88
Si 1.2000 1.3226 0.3621 1.14
C 2.1576 0.1958 1.5286 -0.89
C 1.8241 -1.2953 1.3914 0.00
O 2.7460 -1.9946 0.5615 -0.71
C 1.7809 -1.9938 2.7504 0.96
F 1.3159 -3.2320 2.6396 -0.32
F 0.9961 -1.3276 3.5863 -0.31
F 2.9972 -2.0797 3.3214 -0.34
H -2.9054 1.8135 -1.4578 0.26
H -1.2654 2.4259 -1.1957 0.25
H -1.5586 0.1028 -0.3136 0.28
H -2.1837 -0.4426 -1.8501 0.23
H 0.0964 -1.2457 -1.5022 0.23
H -0.0410 -0.2643 -2.9476 0.20
H 2.0518 0.0506 -1.5135 0.24
H 1.2650 1.5030 -2.0843 0.25
H 1.9128 2.6292 0.3381 -0.19
H -0.1497 1.5913 0.9023 -0.17
H 3.2368 0.3537 1.3899 0.22
H 1.9404 0.5364 2.5468 0.26
H 0.8269 -1.4426 0.9638 0.25
H 3.5214 -1.4360 0.4302 0.46
F -2.0574 -1.7239 3.9260 -0.78
Al -2.4474 -1.5158 2.3018 2.16
F -1.0295 -1.0453 1.4653 -0.80
F -3.5935 -0.2905 2.1118 -0.78
F -3.0130 -2.9513 1.6251 -0.78

***

(8)
30
Properties=species:S:1:pos:R:3:nbo_charge:R:1 method="wB97M-V/def2-TZVPD" max_force_ev_per_a=2.72 charge=+3 spin_multiplicity=1 homo_energy_ev=-20.694 orbital_gap_ev=4.16
C -0.6665 -3.4566 0.9449 -0.66
C 0.2572 -3.3865 -0.2793 -0.08
O 0.0866 -2.2073 -1.0860 -0.26
C 0.4635 -0.9909 -0.6883 -0.02
C -0.9394 -0.2500 -0.3770 -0.31
C -0.8379 1.3542 -0.7835 0.30
Cl -2.2227 1.8433 0.1345 0.51
C 0.4533 2.0343 -0.3296 -0.90
P 0.7444 1.9523 1.4744 2.38
O 0.4817 0.5630 1.8941 -1.11
O 2.2560 2.3377 1.7198 -0.96
O -0.1344 3.0833 2.1212 -0.98
O -1.0934 1.4289 -2.1006 -0.48
C -1.2209 2.7711 -2.6196 0.64
O -2.1046 3.4475 -2.2698 -0.29
H -1.4164 -2.6712 0.9131 0.25
H -1.2024 -4.4023 0.9501 0.29
H -0.1316 -3.3602 1.8935 0.20
H 1.3472 -3.5246 -0.0449 0.13
H -0.0063 -4.1943 -0.9568 0.27
H 1.0569 -0.9646 0.2335 0.25
H 0.9931 -0.4530 -1.4812 0.25
H -1.7235 -0.6639 -1.0128 0.29
H -1.2555 -0.3968 0.6565 0.30
H 1.3370 1.5740 -0.7740 0.28
H 0.4716 3.0815 -0.6458 0.31
H 2.6582 2.9569 1.0936 0.53
H 0.2961 3.4932 2.8911 0.56
H -0.4344 3.0690 -3.3226 0.25
Al 2.4871 -4.0680 1.8514 1.02